ORCA calculation (ωB97M-V/def2-TZVPD) on C21H16N7O6RuS as an isolated structure.

Each line ends with the Mulliken charge.
CARTESIAN COORDINATES (ANGSTROEM)
1 Ru -0.6491 -0.2521 -0.2702  -0.37
2 O 2.4754 -0.9117 2.2739  -0.74
3 C 1.4243 -0.5668 1.7710  0.08
4 O 1.2746 -0.0841 0.5708  -0.53
5 C 0.1134 -0.7149 2.5310  0.44
6 C -0.0683 -1.0612 3.8565  -0.71
7 C -1.3760 -1.1640 4.3279  -0.42
8 C -2.4587 -0.9477 3.4810  -0.65
9 C -2.1919 -0.6160 2.1642  0.34
10 N -0.9396 -0.4951 1.7587  0.91
11 C -3.1985 -0.3700 1.0445  0.24
12 O -4.3834 -0.3853 1.2844  -0.68
13 O -2.6472 -0.0702 -0.1044  -0.46
14 H 0.7913 -1.2437 4.4856  0.59
15 H -1.5515 -1.4276 5.3627  0.43
16 H -3.4842 -1.0377 3.8098  0.57
17 N 3.2499 -1.2226 -1.4115  -0.85
18 N 3.2926 -2.5752 -1.0445  -0.03
19 C 2.2346 -3.2725 -0.6161  0.68
20 N 2.4143 -4.5005 -0.1248  -0.38
21 N 1.0725 -2.6177 -0.7053  0.00
22 N -0.0418 -3.1828 -0.2864  0.91
23 O -0.1829 -4.3720 -0.0405  -0.81
24 O -1.0073 -2.3875 -0.1660  -0.54
25 H 2.6641 -1.1395 -2.2363  0.33
26 H 2.7910 -0.6970 -0.6656  0.39
27 H 4.2161 -2.9524 -0.9148  0.17
28 H 3.3328 -4.9023 -0.0708  0.16
29 H 1.5932 -5.0549 0.0616  0.21
30 S -0.1820 3.8879 -1.9449  -0.41
31 C -0.3694 4.0886 -0.2312  0.33
32 C -0.3824 5.2719 0.4992  -0.73
33 C -0.5433 5.1880 1.8671  -0.45
34 C -0.6875 3.9455 2.4924  -0.96
35 C -0.6742 2.7722 1.7672  0.17
36 C -0.5148 2.8423 0.3845  -0.42
37 N -0.4777 1.7791 -0.5107  0.48
38 C -0.3133 2.1816 -1.7467  1.31
39 C -0.2619 1.1857 -2.7933  0.23
40 C -0.0880 1.4756 -4.1459  -1.00
41 C -0.0734 0.4347 -5.0535  -0.66
42 C -0.2387 -0.8738 -4.6015  -0.84
43 C -0.4079 -1.1458 -3.2514  -0.14
44 C -0.4185 -0.1212 -2.3006  0.63
45 H -0.2698 6.2286 0.0072  0.40
46 H -0.5581 6.0923 2.4603  0.40
47 H -0.8120 3.9013 3.5662  0.43
48 H -0.7865 1.8186 2.2575  0.33
49 H 0.0294 2.4992 -4.4841  0.40
50 H 0.0564 0.6337 -6.1090  0.40
51 H -0.2405 -1.6870 -5.3175  0.43
52 H -0.5454 -2.1743 -2.9377  0.39

Values from the calculation:
relative energy (zero: lowest compared OMol25 entry of this formula, charge and spin) = 0.00 kJ/mol
E_HOMO (spin up / spin down) = -8.21 / -8.36 eV
spin multiplicity = 2
orbital gap (spin up / spin down) = 7.808 / 7.844 eV
maximum force = 0.00789 hartree/bohr
LUMO level (spin up / spin down) = -0.015 / -0.019 hartree